A structure of composition C38H42NOP2STeZn, computed with ωB97M-V with the def2-TZVPD basis set.

The LUMO energy comes out at -0.08474 Eh. Its charge is +1. The multiplicity is 1. Its relative energy (zero: lowest compared OMol25 entry of this formula, charge and spin) is 61.1 kJ/mol.

Cartesian coordinates (Å):
Zn: -0.89 -0.61 -0.79
C: 2.46 -0.49 2.19
N: 1.34 -0.48 1.25
P: 1.57 -0.65 -0.43
C: 2.92 -1.82 -0.64
C: 4.25 -1.42 -0.68
C: 5.26 -2.36 -0.81
C: 4.94 -3.71 -0.92
C: 3.61 -4.12 -0.91
C: 2.60 -3.17 -0.78
C: 2.20 0.93 -1.02
C: 2.50 1.99 -0.16
C: 2.95 3.20 -0.68
C: 3.09 3.35 -2.06
C: 2.78 2.31 -2.91
C: 2.33 1.10 -2.40
P: -0.28 -0.79 1.65
C: -0.92 0.44 2.80
C: -2.16 1.01 2.48
C: -2.76 1.92 3.34
C: -2.12 2.28 4.51
C: -0.89 1.72 4.85
C: -0.30 0.79 4.00
C: -0.25 -2.32 2.61
C: -1.17 -2.56 3.64
C: -1.18 -3.78 4.29
C: -0.29 -4.78 3.93
C: 0.62 -4.56 2.90
C: 0.63 -3.34 2.24
H: 2.75 -1.51 2.45
H: 2.20 0.05 3.10
H: 3.32 0.01 1.75
H: 4.50 -0.36 -0.61
H: 6.29 -2.04 -0.83
H: 5.73 -4.44 -1.02
H: 3.36 -5.16 -1.02
H: 1.56 -3.49 -0.80
H: 2.36 1.89 0.91
H: 3.18 4.02 -0.02
H: 3.43 4.30 -2.46
H: 2.86 2.44 -3.98
H: 2.06 0.30 -3.08
H: -2.64 0.76 1.54
H: -3.71 2.36 3.08
H: -2.58 3.00 5.18
H: -0.40 1.99 5.77
H: 0.63 0.32 4.30
H: -1.86 -1.78 3.94
H: -1.89 -3.95 5.09
H: -0.30 -5.73 4.44
H: 1.32 -5.33 2.62
H: 1.35 -3.17 1.44
C: 0.78 6.75 -2.54
C: 0.22 5.35 -2.52
C: -0.08 4.72 -1.33
C: -0.61 3.43 -1.29
C: -0.92 2.81 0.04
C: -0.85 2.75 -2.49
Te: -1.79 0.85 -2.60
C: -0.55 3.38 -3.71
C: -0.77 2.70 -5.04
C: -0.02 4.66 -3.70
H: 1.04 7.09 -1.53
H: 0.06 7.46 -2.95
H: 1.68 6.80 -3.16
H: 0.09 5.23 -0.38
H: -1.95 2.45 0.08
H: -0.77 3.52 0.85
H: -0.27 1.95 0.23
H: -0.20 1.77 -5.11
H: -0.46 3.35 -5.86
H: -1.82 2.44 -5.20
H: 0.22 5.14 -4.65
O: -1.90 -2.35 -0.99
S: -2.92 -2.82 0.04
C: -4.52 -2.17 -0.51
C: -5.22 -3.26 -1.32
C: -4.83 -4.58 -0.65
C: -3.31 -4.51 -0.49
H: -4.28 -1.26 -1.07
H: -5.08 -1.89 0.38
H: -4.87 -3.24 -2.35
H: -6.30 -3.11 -1.33
H: -5.11 -5.45 -1.24
H: -5.31 -4.67 0.32
H: -2.80 -4.60 -1.45
H: -2.89 -5.22 0.22



A structure of composition C38H43BrFN4O5RhSSi at a distorted geometry, computed with ωB97M-V with the def2-TZVPD basis set.

The LUMO energy (alpha / beta) comes out at -0.07081 / -0.07081 Eh. The multiplicity is 1.

Cartesian coordinates (Å):
Rh: -2.71 -0.68 -0.43
F: 3.56 1.23 -1.34
C: 2.73 1.76 -0.41
C: 1.42 1.37 -0.42
C: 0.53 1.93 0.48
C: -0.89 1.54 0.43
O: -1.22 0.75 -0.45
C: -1.75 2.13 1.39
C: -1.23 3.03 2.26
N: 0.08 3.39 2.33
C: 0.48 4.44 3.24
C: 1.36 4.11 4.41
C: -0.08 4.46 4.62
C: 0.98 2.87 1.42
C: 2.33 3.23 1.42
C: 3.22 2.69 0.51
N: 4.58 3.08 0.58
C: 5.61 2.30 -0.11
C: 6.98 2.79 0.42
N: 6.72 3.52 1.70
C: 6.05 4.83 1.41
C: 4.88 4.51 0.45
C: -3.27 1.90 1.46
O: -3.87 2.60 2.27
O: -3.73 1.01 0.68
H: 1.06 0.63 -1.13
H: -1.91 3.51 2.96
H: 0.64 5.40 2.75
H: 2.12 4.83 4.69
H: 1.64 3.07 4.54
H: -0.33 5.42 5.04
H: -0.75 3.65 4.90
H: 2.71 3.91 2.18
H: 5.59 2.43 -1.19
H: 5.47 1.25 0.11
H: 7.46 3.49 -0.26
H: 7.67 1.97 0.61
H: 7.55 3.62 2.29
H: 6.00 2.97 2.18
H: 6.77 5.50 0.96
H: 5.71 5.24 2.36
H: 5.15 4.76 -0.58
H: 4.01 5.10 0.71
C: 1.83 -3.15 -3.78
Si: 0.43 -4.36 -3.99
C: 0.07 -4.56 -5.82
C: 1.02 -6.03 -3.35
C: -1.19 -3.99 -3.12
C: -2.17 -4.98 -3.21
C: -3.41 -4.84 -2.59
C: -3.64 -3.69 -1.87
N: -2.74 -2.71 -1.80
C: -1.54 -2.83 -2.39
S: -0.57 -1.43 -2.14
H: 2.72 -3.54 -4.30
H: 2.08 -3.00 -2.72
H: 1.58 -2.17 -4.20
H: 0.97 -4.88 -6.35
H: -0.28 -3.63 -6.27
H: -0.70 -5.32 -5.97
H: 1.93 -6.34 -3.88
H: 0.26 -6.80 -3.52
H: 1.23 -6.00 -2.28
H: -1.96 -5.89 -3.77
H: -4.16 -5.62 -2.65
H: -4.57 -3.51 -1.34
Br: -4.94 4.40 -3.75
C: -5.14 2.72 -2.89
C: -4.06 1.85 -2.87
C: -4.23 0.63 -2.23
C: -5.42 0.27 -1.63
C: -6.49 1.16 -1.69
C: -6.35 2.39 -2.31
C: -5.59 -1.04 -0.88
O: -6.68 -1.60 -0.91
O: -4.55 -1.52 -0.28
H: -3.13 2.11 -3.34
H: -3.39 -0.07 -2.28
H: -7.42 0.87 -1.23
H: -7.18 3.09 -2.35
C: -0.62 -4.51 2.63
C: -0.88 -3.07 3.08
C: 0.45 -2.41 3.50
C: -1.86 -3.06 4.26
C: -1.46 -2.30 1.96
C: -1.94 -1.68 1.04
H: -0.20 -5.09 3.46
H: 0.08 -4.53 1.79
H: -1.55 -4.98 2.30
H: 0.88 -2.96 4.35
H: 0.28 -1.38 3.80
H: 1.16 -2.42 2.67
H: -1.43 -3.62 5.10
H: -2.80 -3.52 3.97
H: -2.07 -2.04 4.58



A structure of composition C38H43CdCl5N2O8P at a distorted geometry, computed with ωB97M-V with the def2-TZVPD basis set.

The LUMO energy comes out at 0.06164 Eh. Its charge is -1. The multiplicity is 1. Its relative energy (zero: lowest compared OMol25 entry of this formula, charge and spin) is 2546.1 kJ/mol.

Cartesian coordinates (Å):
Cd: -1.37 0.12 -0.33
Cl: 4.10 -0.51 4.74
C: 2.56 -0.76 4.00
C: 2.30 -1.91 3.23
Cl: 3.57 -3.04 2.99
C: 1.08 -2.11 2.63
Cl: 0.81 -3.49 1.65
C: 0.02 -1.14 2.66
O: -1.04 -1.18 1.95
C: 0.29 -0.06 3.55
Cl: -1.13 2.07 3.54
C: 1.56 0.16 4.16
Cl: 1.70 1.68 4.97
O: 1.08 0.04 -0.62
P: 2.35 0.07 -1.42
C: 3.51 1.22 -0.59
C: 4.86 1.44 -1.30
C: 5.79 2.22 -0.37
C: 6.12 1.42 0.90
C: 5.13 0.27 1.13
C: 3.70 0.76 0.88
C: 2.09 0.62 -3.16
C: 1.88 2.14 -3.28
C: 0.39 2.49 -3.19
C: -0.36 1.92 -4.40
C: 0.26 0.60 -4.89
C: 0.89 -0.16 -3.73
C: 3.12 -1.59 -1.43
C: 4.28 -1.84 -2.43
C: 3.95 -2.98 -3.39
C: 3.63 -4.28 -2.65
C: 2.70 -4.03 -1.44
C: 2.03 -2.67 -1.55
H: 2.96 2.16 -0.58
H: 4.70 1.99 -2.23
H: 5.32 0.49 -1.54
H: 5.30 3.16 -0.10
H: 6.71 2.47 -0.91
H: 6.11 2.08 1.77
H: 7.13 1.00 0.83
H: 5.22 -0.09 2.15
H: 5.36 -0.57 0.47
H: 3.49 1.58 1.56
H: 2.98 -0.03 1.11
H: 2.99 0.35 -3.72
H: 2.27 2.49 -4.24
H: 2.42 2.67 -2.49
H: 0.26 3.57 -3.14
H: -0.02 2.07 -2.27
H: -0.35 2.65 -5.22
H: -1.40 1.77 -4.11
H: 1.03 0.80 -5.64
H: -0.50 -0.01 -5.37
H: 1.21 -1.15 -4.07
H: 0.13 -0.30 -2.95
H: 3.51 -1.67 -0.40
H: 5.19 -2.10 -1.88
H: 4.50 -0.94 -3.01
H: 4.81 -3.14 -4.06
H: 3.11 -2.70 -4.02
H: 4.56 -4.75 -2.32
H: 3.16 -4.98 -3.35
H: 3.27 -4.07 -0.51
H: 1.94 -4.81 -1.38
H: 1.29 -2.53 -0.77
H: 1.50 -2.60 -2.50
O: -3.38 3.93 -1.27
C: -2.68 3.10 -0.71
O: -2.08 2.09 -1.27
C: -2.46 3.13 0.77
C: -3.56 2.83 1.62
C: -3.62 2.34 3.02
C: -2.48 1.74 3.56
C: -1.00 2.70 2.34
C: -1.03 3.24 1.18
N: -1.02 3.01 4.44
O: -0.95 3.87 5.26
O: -0.45 0.97 3.54
N: -4.89 2.01 3.56
O: -5.91 2.32 2.94
O: -4.92 1.47 4.66
H: -4.53 2.84 1.15
H: -2.85 0.80 4.02
H: -0.24 3.65 0.57
C: -2.64 -1.37 -1.30
C: -1.93 -2.63 -1.60
C: -1.47 -2.91 -2.89
C: -0.87 -4.13 -3.19
C: -0.72 -5.10 -2.21
C: -1.15 -4.83 -0.92
C: -1.75 -3.62 -0.62
H: -3.44 -1.53 -0.58
H: -3.02 -0.89 -2.20
H: -1.60 -2.16 -3.67
H: -0.53 -4.33 -4.20
H: -0.27 -6.05 -2.45
H: -1.02 -5.57 -0.15
H: -2.07 -3.41 0.39